No. 1
DFT (ωB97M-V with the def2-TZVPD basis set) results for an isolated ion of composition C30H29N2O4 and charge +1.

```
65
Properties=species:S:1:pos:R:3:forces:R:3
C -6.00179 0.32126 3.38930 0.016 0.454 0.226
C -5.27462 -0.99608 3.07844 -0.271 -0.383 -0.274
C -3.84330 -0.64942 3.33253 0.581 0.971 0.375
C -3.75587 0.72831 3.63234 -0.005 -0.908 -0.062
O -4.96719 1.35191 3.67779 0.069 -0.895 -0.313
C -2.50976 1.31989 3.87653 -0.832 0.136 0.123
C -1.37576 0.52973 3.79430 0.580 -0.504 -0.363
C -1.43635 -0.82990 3.42246 0.069 0.154 0.049
C -0.20820 -1.72971 3.16978 0.516 1.243 1.324
C 1.08977 -0.94926 2.97130 -0.197 0.002 -0.076
C 2.27950 -1.48081 3.48403 0.395 0.316 -0.185
C 3.47389 -0.79212 3.28382 -0.585 0.897 -0.449
C 3.46376 0.44537 2.60350 -0.139 -0.232 0.504
O 4.65203 1.11383 2.63745 -0.338 -1.098 0.073
C 5.57484 0.29011 3.43720 0.056 0.494 0.063
C 4.87454 -1.04369 3.73053 0.390 -0.564 0.010
C 2.29592 0.95238 2.02974 0.613 0.130 0.144
C 1.11858 0.25316 2.23039 -0.117 -0.504 -0.002
C -2.68758 -1.41609 3.27856 -0.507 0.250 -0.286
H -6.60972 0.67305 2.54553 0.288 0.050 0.297
H -6.64723 0.23042 4.27415 0.292 0.208 -0.212
H -5.63033 -1.82613 3.70497 0.077 0.248 -0.142
H -5.42410 -1.29491 2.02787 0.074 0.050 0.368
H -2.45395 2.37994 4.12096 0.072 -0.290 -0.002
H -0.40051 0.97907 3.97059 -0.335 -0.009 0.048
H -0.09715 -2.37754 4.04656 0.251 0.061 -0.063
H 2.27909 -2.42775 4.03380 -0.047 0.321 -0.095
H 6.50299 0.17826 2.86640 -0.283 0.076 0.141
H 5.77724 0.84008 4.36383 -0.001 -0.013 -0.277
H 4.92214 -1.32297 4.78674 0.111 0.080 -0.127
H 5.34392 -1.85087 3.14842 -0.183 0.103 0.183
H 2.33410 1.89513 1.48826 -0.129 -0.199 0.104
H 0.19982 0.65549 1.79889 0.268 -0.199 0.145
H -2.78624 -2.46956 3.04831 -0.062 0.466 0.008
O -3.86415 -3.66868 1.98494 0.361 -2.050 1.081
C -3.79521 -4.80419 2.47796 -0.044 1.513 -0.890
C -4.76968 -5.88097 2.32132 -0.735 -0.161 -0.477
C -4.15276 -7.07943 2.63572 -0.586 -0.466 -0.213
C -4.81046 -8.28260 2.42256 -0.059 0.009 0.024
C -6.11160 -8.23480 1.89374 0.011 0.266 0.006
C -6.73388 -7.00695 1.59252 0.310 -0.075 0.159
C -6.05618 -5.79941 1.80255 0.232 -0.322 0.146
C -2.77974 -6.78960 3.11978 1.039 -0.901 0.424
O -1.86593 -7.55227 3.39675 -1.330 1.463 -0.290
N -2.71172 -5.37012 3.15057 1.071 0.804 0.233
C -1.50581 -4.61558 3.57272 -0.606 -0.207 -0.118
C -0.65400 -4.19094 2.36713 -0.021 0.248 -0.502
C 0.76027 -4.74241 2.35936 0.110 -0.131 0.167
C 1.51833 -3.91159 1.31171 0.496 -0.235 -0.112
C 0.59872 -2.75878 0.91887 -0.615 0.019 -0.077
N -0.46936 -2.67858 2.03865 -0.414 -0.846 -1.421
H -4.30981 -9.21752 2.66745 -0.228 0.119 -0.126
H -6.66006 -9.16195 1.70528 0.259 0.329 0.108
H -7.74544 -6.99233 1.18397 0.311 -0.073 0.146
H -6.48673 -4.82305 1.59090 -0.003 -0.279 -0.082
H -1.81400 -3.76455 4.19784 0.053 -0.323 -0.207
H -0.92674 -5.29788 4.20818 -0.160 0.133 -0.224
H -1.16522 -4.53922 1.45867 0.110 0.029 0.238
H 1.22003 -4.68999 3.36018 -0.164 0.108 -0.319
H 0.70071 -5.80463 2.09305 0.111 0.210 0.133
H 2.47754 -3.54592 1.70145 -0.328 -0.084 -0.111
H 1.73341 -4.52607 0.42872 0.011 0.247 0.185
H 1.08558 -1.79271 0.77165 -0.149 -0.261 0.255
H 0.04568 -2.98870 -0.00378 0.042 0.009 0.380
H -1.34734 -2.37438 1.59270 0.226 -0.005 0.226
```
Forces are in eV/Å.

The SMILES is O=C1c2ccccc2C(=O)N1C[C@@H]1CCC[N@@H+]1C(c1ccc2c(c1)CCO2)c1ccc2c(c1)CCO2. The energy above the lowest of the compared OMol25 structures with the same formula, charge and spin is 0.000 eV. Its net charge is +1. The HOMO-LUMO gap comes out at 7.530 eV.

***

No. 2
DFT (ωB97M-V with the def2-TZVPD basis set) results for C30H30AsI2N4O4Ti as an isolated structure.

```
72
Properties=species:S:1:pos:R:3:forces:R:3
Ti -0.10084 -0.12454 -0.07453 0.686 0.689 -1.121
I 4.95564 0.11393 -6.05731 0.076 0.008 -0.136
C 3.92879 0.05239 -4.25288 -0.131 -0.018 0.194
C 4.54430 0.46665 -3.08383 0.011 0.002 -0.001
C 3.83502 0.42562 -1.89738 0.068 -0.002 -0.265
I 4.79737 1.10100 -0.17966 -0.003 0.014 0.134
C 2.50148 -0.03106 -1.79778 -0.201 0.136 0.083
O 1.88906 -0.01001 -0.65830 0.214 -0.311 0.235
C 1.89927 -0.44314 -3.01839 0.069 -0.006 -0.131
C 0.50914 -1.02959 -3.10265 -0.034 -0.035 -0.023
N -0.53225 -0.30708 -2.35483 0.023 -0.064 0.314
C -0.93904 0.95631 -2.97621 -0.058 -0.010 -0.027
C -0.02151 2.07217 -2.56214 0.048 0.051 -0.033
C 0.39472 3.06406 -3.44080 0.024 -0.036 0.069
C 1.24030 4.05247 -2.96828 0.003 0.006 -0.012
C 1.64436 4.01616 -1.64180 -0.007 -0.035 0.011
C 1.18326 2.98600 -0.84034 -0.009 0.000 -0.029
N 0.36291 2.04188 -1.29087 -0.119 -0.133 0.195
C 2.61724 -0.39159 -4.20579 -0.006 0.064 -0.004
H 5.56327 0.82718 -3.09433 0.010 0.002 -0.001
H 0.23384 -1.05519 -4.16460 -0.001 -0.092 0.029
H 0.50235 -2.05442 -2.72830 0.054 0.066 0.061
H -1.34993 -0.90606 -2.29246 0.039 -0.035 -0.043
H -0.96093 0.87281 -4.06945 -0.017 0.005 0.033
H -1.94694 1.18372 -2.62268 0.042 0.020 0.003
H 0.07953 3.03681 -4.47497 0.001 0.020 -0.022
H 1.59532 4.83143 -3.63008 -0.001 0.011 -0.008
H 2.31638 4.75897 -1.23582 0.008 0.010 -0.009
H 1.47843 2.88205 0.19624 -0.004 0.025 -0.004
H 2.12734 -0.70663 -5.11934 0.013 -0.008 -0.023
O -1.86258 0.71386 -0.06196 -0.635 0.356 0.039
C -2.55336 1.14587 0.96114 0.043 -0.093 -0.117
C -3.28443 2.34845 0.87249 0.018 -0.112 0.143
C -4.03223 2.79056 1.93995 -0.017 0.083 -0.051
C -4.11468 2.05646 3.12985 0.020 -0.028 -0.015
C -3.42940 0.86783 3.22411 -0.017 0.082 -0.041
C -2.62945 0.40882 2.16666 0.061 -0.101 0.050
C -1.98065 -0.87329 2.27593 0.169 -0.007 -0.201
N -1.04991 -1.27474 1.47776 -0.440 -0.495 0.851
N -0.66761 -2.62486 1.65073 -0.014 0.563 -0.226
C -0.01607 -2.94579 0.56789 -0.020 -0.362 -0.093
O 0.22074 -2.10985 -0.38593 -0.089 -0.253 -0.020
C 0.45909 -4.34941 0.39079 0.001 0.282 0.164
C 1.33420 -4.64085 -0.64973 -0.003 -0.076 0.037
C 1.79599 -5.93783 -0.82175 0.012 0.044 -0.018
C 1.38505 -6.94078 0.04253 -0.015 -0.061 0.040
C 0.51092 -6.65034 1.08328 0.006 0.034 -0.025
C 0.04827 -5.35697 1.26005 0.045 -0.049 -0.053
H -3.22270 2.91139 -0.04940 -0.015 0.009 -0.011
H -4.57460 3.72480 1.85410 0.002 -0.002 0.004
H -4.71833 2.41153 3.95319 -0.012 0.011 0.005
H -3.50194 0.27154 4.12678 0.023 -0.041 0.010
H -2.32273 -1.56044 3.05108 0.029 -0.026 -0.035
H 1.65366 -3.84448 -1.30816 -0.006 0.017 0.003
H 2.48060 -6.16299 -1.62912 0.003 -0.008 -0.004
H 1.74471 -7.95263 -0.09119 0.010 -0.014 -0.013
H 0.18821 -7.43390 1.75601 0.002 -0.021 0.003
H -0.63417 -5.11637 2.06262 -0.013 0.032 0.012
C 2.69975 1.94435 3.16320 0.026 0.024 0.098
As 1.49568 0.52854 2.70875 -0.308 0.273 -0.427
C 0.46894 0.18101 4.28946 0.017 0.025 0.136
C 2.46863 -1.06369 2.29533 0.033 0.006 0.020
O 0.50824 1.10138 1.46943 0.291 -0.348 0.420
H 3.32720 1.64540 4.00252 0.019 0.023 -0.022
H 2.10564 2.81578 3.43794 0.006 -0.033 -0.008
H 3.31439 2.17555 2.29630 -0.007 -0.024 -0.013
H 1.14550 0.19916 5.14522 -0.060 -0.014 0.012
H -0.00826 -0.79432 4.22121 0.028 0.001 -0.056
H -0.28909 0.95613 4.39650 0.024 -0.001 -0.027
H 3.31759 -1.11814 2.97723 0.004 -0.075 -0.021
H 2.80601 -0.99837 1.26233 -0.021 0.019 -0.002
H 1.80878 -1.92035 2.43311 0.003 0.013 -0.011
```
Forces are in eV/Å.

As for the expectation value of S²: 0.7522. The energy above the lowest of the compared OMol25 structures with the same formula, charge and spin is 0.002 eV. Its multiplicity is 2. The HOMO-LUMO gap (alpha / beta) comes out at 7.095 / 7.595 eV.

***

No. 3
DFT (ωB97M-V with the def2-TZVPD basis set) results for C30H30AsN4O6Tl as an isolated structure.

```
72
Properties=species:S:1:pos:R:3:forces:R:3
Tl 0.96490 -0.58854 -0.22748 -0.040 -0.029 0.057
C -1.46814 -2.88140 -0.59028 0.039 0.041 0.001
C -0.32918 -3.76921 -1.02839 -0.008 -0.005 -0.003
C -0.01116 -3.52039 -2.30475 -0.006 0.003 -0.014
C -0.84275 -2.41089 -2.79877 0.013 0.002 0.001
C -1.66916 -2.01692 -1.82061 -0.013 0.004 0.012
H -2.35390 -3.55253 -0.53139 0.000 -0.007 -0.011
H 0.12013 -4.50061 -0.37128 0.002 0.002 0.001
H 0.75244 -4.01763 -2.88780 0.003 -0.006 0.005
H -0.75025 -1.96544 -3.78083 -0.005 0.004 -0.006
H -2.35833 -1.18488 -1.84703 0.004 0.006 -0.007
O 1.79162 1.28424 1.33926 0.218 -0.145 -0.193
C 2.41416 2.13876 2.06935 0.318 0.064 0.126
C 2.74134 1.85526 3.42620 -0.054 -0.010 -0.052
C 3.34570 2.78201 4.24888 0.024 0.066 0.013
C 3.66898 4.05522 3.77602 -0.017 -0.059 0.012
C 3.37568 4.35846 2.45546 -0.032 0.005 -0.001
C 2.76773 3.44103 1.60228 0.014 0.049 0.008
C 2.51094 3.84775 0.21423 0.004 0.016 -0.111
N 2.38160 5.10222 -0.20157 0.018 0.005 0.039
C 2.27144 5.02412 -1.56815 -0.058 -0.006 0.027
C 2.32710 3.72194 -1.97821 -0.051 -0.025 0.060
N 2.46680 2.98856 -0.83439 0.047 0.093 0.091
H 2.48016 0.86874 3.79280 0.000 -0.006 0.007
H 3.56990 2.51370 5.27734 0.000 0.003 -0.004
H 4.14604 4.78550 4.41842 -0.001 -0.003 0.002
H 3.61501 5.33381 2.04815 0.001 0.003 -0.007
H 2.14746 5.90726 -2.17561 0.003 0.003 0.003
H 2.27862 3.24617 -2.94240 0.015 0.031 0.034
H 2.57382 1.97842 -0.81855 -0.058 0.154 -0.045
C -0.81254 2.31539 2.28771 -0.096 0.007 0.014
As -1.52787 2.25168 0.50959 0.005 0.052 0.136
C -1.23905 3.99663 -0.24437 0.013 0.021 -0.054
C -3.43144 2.04941 0.70709 0.017 -0.016 -0.030
O -0.93032 1.09194 -0.50376 0.022 -0.124 -0.104
H -0.87773 3.34054 2.65242 -0.020 0.003 0.028
H 0.22637 1.98671 2.23094 -0.289 0.002 -0.014
H -1.38984 1.64018 2.91392 -0.051 -0.018 0.038
H -1.78331 4.75453 0.31989 0.000 -0.012 0.007
H -1.57772 3.98196 -1.27939 -0.005 0.014 -0.005
H -0.17268 4.21752 -0.22034 0.072 0.019 -0.007
H -3.82546 2.83479 1.35316 -0.002 0.001 0.004
H -3.62320 1.07164 1.15209 -0.009 0.039 -0.025
H -3.89861 2.10288 -0.27552 0.001 -0.005 -0.003
O 3.58957 0.08120 -4.28324 0.013 -0.001 -0.001
C 2.66194 0.42253 -3.53495 0.058 -0.057 0.028
O 2.70115 0.73067 -2.31620 -0.110 -0.199 -0.190
C 1.26502 0.47710 -4.18954 0.023 0.023 0.042
C 0.17212 0.99827 -3.51016 -0.025 -0.012 0.002
C -1.08910 1.03279 -4.09625 -0.019 -0.027 -0.005
C -1.27608 0.55273 -5.37941 -0.011 0.016 0.008
C -0.17195 0.03930 -6.04870 0.052 0.112 -0.042
C 1.08921 -0.00753 -5.48020 0.006 0.012 -0.023
N -0.36022 -0.46944 -7.41426 -0.149 -0.468 0.168
O 0.57699 -1.01653 -7.96489 0.050 0.174 -0.054
O -1.47047 -0.37600 -7.91706 0.060 0.164 -0.053
H 0.29886 1.36610 -2.50252 0.017 0.010 0.082
H -1.92799 1.41518 -3.52833 0.001 0.004 -0.002
H -2.24291 0.55759 -5.85984 0.005 0.000 -0.002
H 1.94170 -0.40558 -6.01061 0.001 0.002 0.002
N -1.23488 -2.20084 0.66137 -0.033 -0.018 -0.014
C -2.31370 -1.71459 1.27175 -0.009 -0.018 -0.021
C -3.66950 -1.77431 0.80649 -0.001 0.009 0.005
C -4.72724 -1.31334 1.57589 0.012 -0.004 -0.013
C -4.53718 -0.73359 2.82466 0.001 -0.021 0.020
C -3.21708 -0.62284 3.28572 0.004 0.029 0.023
C -2.15176 -1.07655 2.54579 0.011 0.031 0.001
H -3.88641 -2.18662 -0.17003 -0.002 0.003 0.005
H -5.73406 -1.39715 1.17464 0.003 0.001 -0.001
H -5.37166 -0.37299 3.41310 0.001 0.002 0.001
H -3.02565 -0.16415 4.25242 0.002 0.002 -0.004
H -1.13823 -0.98636 2.92271 0.002 -0.006 0.004
```
Forces are in eV/Å.

The energy above the lowest of the compared OMol25 structures with the same formula, charge and spin is 0.000 eV. Its net charge is -2. The HOMO-LUMO gap comes out at 5.491 eV.

***

Listing E for the structures above in their given order: -42745.3987; -145907.2131; -115373.7566 eV.